Entry from OMol25: C6H11N3O in the gas phase (wB97M-V/def2-TZVPD).

Values from the calculation:
Frontier orbital gap = 7.31 eV
SMILES string = CNc1ncn(C)c1OC
E = -12914.3120 eV
Net charge = 0

Last column: Mulliken charge in e.
Geometry (Å):
C: 2.42 1.14 0.65  -0.7200
N: 2.50 0.04 -0.20  -0.1557
C: 1.31 -0.61 -0.32  0.4304
N: 1.07 -1.89 -0.60  -0.7033
C: -0.17 -2.23 -0.30  -0.1940
N: -0.99 -1.18 0.21  0.1703
C: -2.39 -1.22 0.43  -0.9194
C: -0.21 -0.05 0.36  -0.0493
O: -0.48 1.28 0.46  -0.3812
C: -1.04 1.84 -0.72  -0.7711
H: 1.79 1.87 0.21  0.1600
H: 1.96 0.93 1.68  0.2570
H: 3.41 1.73 0.74  0.3325
H: 3.40 -0.44 -0.41  0.2917
H: -0.68 -3.22 -0.42  0.3649
H: -2.86 -1.82 -0.43  0.3368
H: -2.63 -1.62 1.45  0.2828
H: -2.93 -0.30 0.41  0.3373
H: -2.16 1.82 -0.75  0.2360
H: -0.71 1.12 -1.46  0.3902
H: -0.63 2.82 -1.00  0.3039



Entry from OMol25: a molecular structure, C29H50AuCl3N2OSSbSe2Si3 (wB97M-V/def2-TZVPD).

Values from the calculation:
Frontier orbital gap = 2.72 eV
E = -248847.2281 eV
Net charge = +3

Last column: Mulliken charge in e.
Geometry (Å):
Au: 0.06 -1.65 0.94  0.1175
C: 3.44 0.21 2.06  -1.0683
Se: 1.70 0.95 1.59  0.0140
C: 0.93 1.01 3.38  -0.7131
C: 0.63 -0.32 4.05  -0.8271
Se: -0.75 -1.43 3.22  0.1878
C: -2.20 -0.15 3.21  -0.7982
H: 3.89 0.82 2.84  0.3836
H: 4.06 0.26 1.16  0.3625
H: 3.35 -0.83 2.38  0.3440
H: 0.03 1.61 3.29  0.3968
H: 1.62 1.57 4.00  0.4926
H: 0.28 -0.16 5.07  0.4888
H: 1.50 -0.97 4.10  0.3801
H: -2.40 0.15 4.23  0.3650
H: -3.07 -0.67 2.81  0.3741
H: -1.96 0.71 2.60  0.1264
C: -3.75 5.03 -3.20  -1.0407
Si: -3.84 4.50 -1.42  0.2504
C: -3.19 5.70 -0.17  -0.9387
C: -5.36 3.57 -0.92  -0.9456
Sb: -1.93 2.65 -1.81  0.0842
Si: 0.59 3.63 -1.93  0.2558
C: 0.23 4.68 -3.43  -1.0985
C: 0.83 4.54 -0.34  -0.7427
C: 1.69 2.18 -2.20  -0.0259
Si: -2.72 0.58 -3.33  0.3058
C: -1.53 -0.77 -2.93  -0.5903
C: -2.47 1.46 -4.96  -1.0456
C: -4.47 0.23 -2.86  -1.1065
H: -4.60 5.71 -3.36  0.4441
H: -3.88 4.22 -3.92  0.3656
H: -2.84 5.59 -3.44  0.3237
H: -3.93 6.48 -0.03  0.3876
H: -2.27 6.18 -0.50  0.3090
H: -3.02 5.23 0.80  0.3708
H: -6.15 4.30 -0.71  0.3798
H: -5.21 3.00 -0.01  0.3736
H: -5.72 2.91 -1.71  0.3086
H: -0.38 5.56 -3.20  0.3453
H: -0.20 4.15 -4.28  0.4236
H: 1.21 5.05 -3.76  0.4330
H: 0.02 5.22 -0.10  0.2860
H: 1.74 5.14 -0.44  0.3737
H: 1.00 3.84 0.48  0.1770
H: 1.50 1.65 -3.14  -0.3039
H: 1.62 1.48 -1.36  -0.0259
H: 2.72 2.55 -2.24  0.4798
H: -0.49 -0.46 -2.99  -0.0522
H: -1.68 -1.58 -3.65  0.4841
H: -1.72 -1.17 -1.94  0.3746
H: -1.55 2.04 -5.05  0.2767
H: -3.32 2.09 -5.22  0.4477
H: -2.40 0.67 -5.72  0.4253
H: -4.63 0.22 -1.78  0.3938
H: -4.71 -0.78 -3.22  0.3916
H: -5.18 0.91 -3.32  0.3455
Cl: 7.57 -0.58 -7.94  -0.1727
C: 6.18 -0.98 -7.01  0.3072
C: 5.43 -2.10 -7.34  -1.0965
C: 4.31 -2.41 -6.59  -0.1444
C: 3.92 -1.62 -5.52  -0.5473
C: 2.70 -1.98 -4.69  1.3150
C: 3.08 -2.88 -3.53  -1.4595
N: 1.99 -2.96 -2.56  0.2742
C: 1.03 -3.94 -2.47  0.0103
C: 0.23 -3.60 -1.42  -0.9245
N: 0.69 -2.42 -0.88  -0.2833
C: 1.76 -2.07 -1.59  0.0049
O: 1.72 -2.67 -5.44  -0.5265
C: 0.68 -1.84 -5.95  0.0454
C: 1.17 -0.62 -6.67  -0.9758
C: 1.71 -0.62 -7.93  0.9193
Cl: 1.87 -1.97 -8.96  -0.1489
S: 2.23 0.93 -8.43  -0.1570
C: 1.71 1.63 -6.96  -0.9067
C: 1.16 0.70 -6.13  0.8537
C: 4.71 -0.52 -5.20  1.1372
Cl: 4.32 0.47 -3.81  -0.1957
C: 5.84 -0.18 -5.93  -0.9533
H: 5.72 -2.71 -8.18  0.4677
H: 3.70 -3.26 -6.86  0.6026
H: 2.28 -1.05 -4.28  -0.2999
H: 3.97 -2.53 -3.02  0.4859
H: 3.27 -3.89 -3.90  0.3702
H: 1.01 -4.77 -3.15  0.5085
H: -0.62 -4.12 -1.02  0.4514
H: 2.38 -1.20 -1.41  0.5190
H: 0.05 -1.53 -5.11  -0.7024
H: 0.10 -2.48 -6.61  0.6522
H: 1.84 2.69 -6.80  0.4299
H: 0.76 0.93 -5.15  0.1222
H: 6.43 0.68 -5.67  0.4910



Entry from OMol25: 4 unconnected molecules or ions with the total composition C6H20O4 (wB97M-V/def2-TZVPD).

Values from the calculation:
Frontier orbital gap = 11.01 eV
SMILES string = CC[C@@H](C)CCO.O.O.O
E = -14735.3224 eV
Net charge = 0

Last column: Mulliken charge in e.
Geometry (Å):
C: -2.77 -0.32 -1.58  -1.2748
C: -1.87 0.52 -0.65  -0.4960
C: -0.38 0.40 -0.92  0.6516
C: 0.18 1.45 -1.91  -1.5814
C: 0.33 0.86 0.42  -1.3574
C: 0.85 -0.30 1.24  -1.0478
O: 1.33 -0.28 2.61  -0.5854
H: -2.26 -0.83 -2.40  0.3406
H: -3.52 0.31 -2.06  0.3210
H: -3.34 -1.09 -1.06  0.3377
H: -2.17 1.56 -0.71  0.3262
H: -2.03 0.11 0.35  0.3534
H: 0.00 -0.62 -1.02  0.3739
H: -0.20 2.42 -1.58  0.3189
H: -0.19 1.28 -2.92  0.3673
H: 1.26 1.37 -1.97  0.4189
H: -0.38 1.43 1.00  0.5872
H: 1.18 1.54 0.28  0.7555
H: 0.16 -1.14 1.36  0.4095
H: 1.69 -0.70 0.64  0.3766
H: 1.67 0.61 2.79  0.2832
O: 1.04 -3.22 -0.98  -0.6226
H: 0.87 -4.12 -0.69  0.2932
H: 1.98 -3.12 -0.79  0.3400
O: -0.02 3.46 2.03  -0.6580
H: -0.22 3.33 1.10  0.3627
H: 0.89 3.14 2.06  0.3297
O: 2.22 -3.00 1.89  -0.6484
H: 1.37 -2.99 1.44  0.3322
H: 2.34 -2.05 2.05  0.3926



Entry from OMol25: a molecular structure, C3H5ClINO6S (wB97M-V/def2-TZVPD).

Values from the calculation:
Frontier orbital gap = 9.59 eV
E = -48421.5130 eV
Net charge = 0

Last column: Mulliken charge in e.
Geometry (Å):
N: 1.11 -1.66 -0.67  -0.5977
C: 1.06 -0.69 0.36  1.0093
Cl: 1.10 -1.46 1.96  -0.1622
O: 2.21 0.14 0.27  -0.3405
S: 1.93 1.65 -0.12  1.0889
O: 2.14 2.44 1.04  -0.5016
O: 2.54 2.00 -1.34  -0.5310
O: 0.38 1.42 -0.45  -0.3333
C: -0.15 0.30 0.23  0.2848
I: -0.93 1.05 2.14  0.1753
C: -1.31 -0.25 -0.59  -1.3468
O: -2.41 0.62 -0.61  -0.2019
O: -3.51 0.02 0.08  -0.3145
H: 1.61 -2.48 -0.38  0.2939
H: 0.21 -1.92 -1.03  0.2274
H: -0.96 -0.37 -1.62  0.4436
H: -1.60 -1.23 -0.20  0.5311
H: -3.43 0.42 0.95  0.2750



Entry from OMol25: a molecular structure, CH4NO3S3 (wB97M-V/def2-TZVPD).

Values from the calculation:
Frontier orbital gap (alpha / beta) = 7.01 / 7.00 eV
E = -41237.9380 eV
Net charge = -1

Last column: Mulliken charge in e.
Geometry (Å):
C: -0.65 0.11 0.26  -0.5950
N: 0.78 -0.34 0.16  0.0795
O: 1.09 2.72 0.55  -0.5058
O: 2.01 2.24 2.80  -0.5534
O: 1.61 -0.07 1.14  -0.5525
S: 4.03 2.23 0.66  -0.3770
S: 1.46 -0.07 -1.33  -0.1858
S: 2.15 2.14 1.33  0.8832
H: -1.24 -0.41 0.99  0.2240
H: -0.78 1.25 0.63  0.1705
H: -0.88 -0.07 -0.74  0.3305
H: 1.76 -1.49 -1.59  0.0818



Question: Number 1 is which compound?
Answer: C6H11N3O